{
  "formula": "C35H38BF3O4",
  "method": "wB97M-V/def2-TZVPD",
  "species": ["F", "F", "F", "O", "O", "O", "O", "C", "C", "C", "C", "C", "C", "C", "C", "C", "C", "C", "C", "C", "C", "C", "C", "C", "C", "C", "C", "C", "C", "C", "C", "C", "C", "C", "C", "C", "C", "C", "C", "C", "C", "C", "B", "H", "H", "H", "H", "H", "H", "H", "H", "H", "H", "H", "H", "H", "H", "H", "H", "H", "H", "H", "H", "H", "H", "H", "H", "H", "H", "H", "H", "H", "H", "H", "H", "H", "H", "H", "H", "H", "H"],
  "coordinates": [[-1.715221, -5.906079, 4.986714], [-2.507810, -6.572095, 3.051270], [-0.354329, -6.715017, 3.460233], [-4.676284, 1.855235, -3.502474], [5.411897, 1.896281, -3.123958], [-1.941309, 0.260958, 1.545162], [0.181365, 0.392489, 2.538047], [-1.236399, -4.545045, 3.094033], [-0.864880, -1.933882, 2.278850], [0.440380, -0.572412, -1.022822], [-2.885279, 2.400143, 1.997396], [-1.830589, -2.731669, 1.651367], [4.194273, 1.312463, -3.261904], [-2.705965, 0.620944, 3.763396], [-3.415733, 1.384473, -3.314294], [5.580134, 3.262122, -3.541776], [1.705033, 0.095854, -2.996129], [0.032376, -2.521110, 3.186652], [-1.940343, -0.517991, -3.450468], [-2.040185, -4.038124, 2.077655], [0.399618, -0.505969, -2.518781], [-0.117307, 2.053502, 4.199872], [-4.985563, 3.214596, -3.109139], [-2.024100, 1.289170, 2.545418], [-0.188424, -3.812554, 3.636778], [1.795670, 1.363487, -3.573302], [1.599561, -1.246305, -0.293657], [3.956690, -2.376102, 0.629440], [2.507540, -0.459957, 0.427394], [-0.901777, 0.221535, -2.873308], [2.882510, -0.649048, -2.826420], [1.759875, -2.628005, -0.342700], [-1.132557, 1.567503, -2.529493], [3.710011, -1.015131, 0.861063], [-1.464089, -5.929090, 3.638319], [-3.179158, 0.041008, -3.687806], [2.961386, -3.196021, 0.080770], [3.029878, 1.986571, -3.692071], [-2.369427, 2.168934, -2.766575], [0.073783, 2.673854, 1.792827], [-0.480121, 1.649891, 2.783469], [4.111940, -0.046647, -2.867941], [-0.834711, -0.412092, 2.064401], [3.092319, 3.001272, -4.081073], [-2.452782, -2.315631, 0.857790], [4.982760, 3.942201, -2.919274], [5.306226, 3.389036, -4.597963], [-0.631114, 2.982322, 4.474274], [0.318288, -1.510095, -2.940128], [0.967560, 2.219035, 4.269069], [-3.653503, 0.182529, 3.420751], [0.433754, -4.231078, 4.425197], [0.925318, -3.228087, -0.731561], [-2.978838, 3.201898, 2.742996], [3.097506, -4.273137, 0.008083], [1.165345, 2.743764, 1.906732], [2.261357, 0.591540, 0.603613], [0.871441, -1.945328, 3.574533], [6.636890, 3.452141, -3.400515], [4.906015, -2.806086, 0.932445], [5.015437, -0.575269, -2.571211], [-3.892150, 2.015601, 1.783276], [-2.841055, -4.634635, 1.653055], [-6.050188, 3.305086, -3.298798], [-2.497452, 3.232377, -2.566755], [-2.469403, 2.816815, 1.069654], [-3.971377, -0.522566, -4.175429], [-1.746469, -1.570819, -3.686333], [-0.343691, 3.670294, 1.989345], [-0.330398, 2.149860, -2.064775], [-2.108548, -0.205688, 4.179375], [-4.425279, 3.937225, -3.724427], [-2.925280, 1.335606, 4.560983], [4.412291, -0.393348, 1.405521], [-0.140212, 2.398779, 0.749525], [0.468223, 0.470403, -0.658915], [-0.480026, -1.039995, -0.624885], [-0.391313, 1.261837, 4.910336], [0.888575, 1.887434, -3.884138], [2.810884, -1.703086, -2.545130], [-4.773476, 3.387129, -2.040788]],
  "forces_ev_per_angstrom": [[0.21, -0.10, -1.01], [0.68, 0.38, 0.40], [-0.87, 0.46, 0.22], [-0.24, 0.69, 0.11], [0.26, 0.52, -0.40], [0.80, -0.40, 0.62], [-1.08, -0.46, 0.09], [-0.22, -0.36, 0.04], [0.66, -0.72, -0.60], [-0.08, 0.00, 2.71], [-0.09, 0.48, 0.04], [-0.12, 0.06, 0.39], [-0.87, -0.18, 0.29], [0.04, 0.16, -0.04], [0.76, 0.13, 0.21], [-0.39, -0.72, 0.12], [-0.18, 0.16, -1.03], [-0.40, 0.08, 0.10], [0.46, 0.02, 0.11], [0.16, 0.07, 0.00], [-0.23, 0.05, -1.02], [-0.17, 0.03, 0.24], [0.49, -0.74, -0.20], [0.07, 0.41, 0.21], [0.18, 0.14, -0.04], [-0.17, -0.35, 0.50], [-0.27, 0.38, -0.16], [-0.19, 0.13, 0.11], [0.10, -0.28, -0.44], [0.20, 0.21, 0.08], [-0.47, -0.11, 0.52], [0.12, 0.02, -0.08], [-0.01, -0.57, -0.16], [-0.53, -0.39, -0.01], [0.02, -0.59, 0.27], [-0.30, 0.87, 0.16], [-0.16, 0.24, 0.21], [1.13, -0.12, 0.06], [-0.36, -0.67, -0.37], [-0.08, 0.13, -0.16], [-0.13, 0.50, -0.09], [0.44, 1.03, -0.56], [0.46, -0.22, -1.01], [-0.01, -0.24, 0.08], [0.06, 0.00, 0.32], [0.09, -0.14, -0.11], [0.08, -0.02, 0.20], [0.08, -0.13, 0.04], [0.00, -0.15, 0.05], [-0.33, -0.05, -0.04], [0.25, 0.17, 0.04], [-0.08, -0.05, -0.24], [0.55, 0.10, -0.01], [0.00, -0.08, -0.21], [0.11, 0.21, 0.01], [-0.29, -0.11, 0.03], [0.26, -0.32, -0.16], [-0.29, 0.00, 0.00], [0.06, 0.17, -0.04], [-0.11, 0.00, 0.00], [-0.14, 0.11, -0.20], [0.29, 0.06, 0.06], [0.19, 0.00, 0.04], [0.01, 0.13, 0.03], [-0.08, -0.36, 0.09], [-0.11, -0.16, 0.28], [0.06, 0.12, 0.23], [-0.18, 0.41, -0.05], [0.06, -0.20, -0.08], [-0.34, -0.17, -0.18], [-0.08, 0.30, -0.10], [-0.17, -0.22, 0.20], [0.09, -0.04, -0.05], [0.10, -0.15, -0.13], [-0.03, 0.02, 0.30], [-0.34, -0.27, -0.09], [0.06, 0.29, -0.35], [0.08, 0.27, -0.16], [0.41, -0.14, 0.17], [0.07, 0.41, -0.01], [-0.04, -0.13, -0.35]],
  "mulliken_charge": [-0.26, -0.29, -0.26, -0.46, -0.45, -0.67, -0.54, 0.37, 0.54, -0.71, -1.76, -0.91, 0.86, -1.72, 0.79, -0.85, -0.53, -0.48, -0.55, -0.67, 0.91, -1.89, -0.73, 1.22, -1.06, -0.56, 0.98, -0.61, 0.29, -0.13, -0.30, 0.05, -0.07, -1.21, 0.74, -0.87, -0.99, -0.73, -1.23, -1.61, 1.72, -0.67, 1.61, 0.37, 0.41, 0.34, 0.33, 0.34, 0.84, 0.43, 0.43, 0.37, 0.33, 0.32, 0.43, 0.45, 0.43, 0.48, 0.25, 0.42, 0.45, 0.46, 0.47, 0.24, 0.36, 0.32, 0.44, 0.35, 0.37, 0.57, 0.20, 0.31, 0.38, 0.47, 0.07, -0.72, 0.21, 0.37, 0.62, 0.49, 0.27],
  "homo_ev": -7.96,
  "multiplicity": 1,
  "lumo_ev": 0.39,
  "orbital_gap_ev": 8.356,
  "energy_ha": -1982.0061
}